1.
The following is a DFT calculation (ωB97M-V/def2-TZVPD) of a cluster of 16 separate species, C48H86O48 in total in a non-equilibrium geometry.

Values from the calculation:
- HOMO: -0.3802 Eh
- Calculated total energy: -5492.0928 hartree
- Total charge: 0
- Frontier orbital gap: 10.31 eV
- Multiplicity: 1

Each line ends with the Mulliken charge.
Cartesian coordinates (Å):
C  -9.6038  -12.6376  3.5300  1.05
C  -9.1336  -11.3455  2.8890  -0.49
O  -8.2561  -10.8351  3.8199  -0.40
C  -8.3234  -11.5521  4.9660  0.24
O  -7.8318  -11.2570  6.0557  -0.52
O  -9.2451  -12.4604  4.8520  0.58
H  -9.0707  -13.5412  3.2343  -0.74
H  -10.6808  -12.7514  3.4068  -0.55
H  -9.9784  -10.6568  2.8963  0.35
H  -8.7491  -11.4948  1.8801  0.38
C  -15.4667  -16.6197  6.7848  0.29
C  -16.7220  -15.7924  6.5231  -0.44
O  -16.7430  -15.7237  5.1256  -0.37
C  -15.9110  -16.6441  4.5904  0.20
O  -15.8041  -16.8676  3.3873  -0.54
O  -15.2784  -17.3167  5.5816  0.27
H  -15.4912  -17.2610  7.6658  0.43
H  -14.6364  -15.9374  6.9666  -0.32
H  -16.6580  -14.7573  6.8587  0.26
H  -17.6829  -16.2036  6.8323  0.22
C  -9.1891  -18.9886  -0.0430  -0.41
C  -9.2913  -17.4698  0.2474  -0.28
O  -9.2550  -17.4179  1.6520  0.34
C  -9.1773  -18.5735  2.2230  0.24
O  -9.1365  -18.6836  3.4182  -0.21
O  -9.0620  -19.5627  1.3149  -0.43
H  -8.2880  -19.1997  -0.6188  0.37
H  -10.1361  -19.2788  -0.4982  0.21
H  -10.2566  -17.0887  -0.0859  0.15
H  -8.4226  -16.9072  -0.0946  0.09
C  -11.6864  -12.7434  6.8531  0.32
C  -12.5009  -12.4812  5.5424  0.99
O  -13.7866  -12.8627  5.9352  -0.31
C  -13.9733  -12.8729  7.2233  0.51
O  -15.0288  -13.0873  7.8133  -0.61
O  -12.7395  -12.6825  7.7888  -0.43
H  -11.0075  -11.9055  7.0119  0.31
H  -11.0759  -13.6463  6.8520  -0.42
H  -12.0917  -13.1869  4.8195  -1.09
H  -12.5075  -11.4326  5.2449  0.60
C  -14.1031  -18.9706  1.6111  0.18
C  -12.8377  -18.2110  1.2116  1.12
O  -12.4782  -18.9211  0.0403  -0.38
C  -13.1532  -20.0568  -0.1278  0.60
O  -12.9526  -20.8771  -0.9896  -0.64
O  -14.1287  -20.1171  0.8227  -0.28
H  -14.9207  -18.2995  1.3479  0.36
H  -14.1776  -19.1695  2.6802  0.02
H  -11.9321  -18.1746  1.8171  -1.09
H  -13.1469  -17.1974  0.9563  0.15
C  -5.1819  -9.4674  6.7003  -0.56
O  -4.9636  -10.2601  7.8847  -0.28
C  -3.9197  -11.0707  7.9541  0.95
O  -2.8789  -10.9372  7.3053  -0.65
O  -3.9777  -11.7744  9.0635  -0.27
C  -3.0101  -12.7510  9.4417  -0.68
H  -5.4715  -8.4966  7.1024  0.28
H  -5.9891  -9.8586  6.0809  -0.01
H  -4.2433  -9.3774  6.1536  0.41
H  -2.0016  -12.3486  9.5373  0.37
H  -2.8748  -13.5085  8.6698  0.15
H  -3.1555  -13.2605  10.3943  0.29
C  -6.9555  -20.1636  5.2484  -0.83
O  -7.6990  -19.4388  6.2266  -0.03
C  -6.9774  -18.9757  7.2396  0.90
O  -5.7265  -19.0226  7.2626  -0.73
O  -7.7492  -18.5463  8.2405  -0.19
C  -7.1099  -18.0112  9.4298  -0.67
H  -6.5767  -21.0648  5.7305  0.46
H  -6.1964  -19.5651  4.7446  0.30
H  -7.5283  -20.5751  4.4174  0.04
H  -6.0201  -17.9924  9.4337  0.40
H  -7.2275  -18.8101  10.1620  0.45
H  -7.5807  -17.1260  9.8572  -0.10
C  -10.2301  -13.8644  14.3157  -0.70
O  -9.9939  -14.8619  13.3655  -0.32
C  -9.9204  -14.5248  12.0714  0.78
O  -9.9649  -13.3901  11.4755  -0.62
O  -9.9892  -15.6355  11.3576  -0.41
C  -10.2006  -15.6621  9.9835  -0.07
H  -10.3646  -14.4564  15.2210  0.26
H  -11.0848  -13.2309  14.0782  0.31
H  -9.3922  -13.1826  14.4616  0.30
H  -9.4242  -15.0825  9.4842  0.10
H  -11.1235  -15.2021  9.6304  0.61
H  -10.1323  -16.6844  9.6116  -0.25
C  -15.7385  -21.4782  3.3048  -0.37
O  -16.0854  -20.5915  4.3618  -0.04
C  -17.1661  -20.7800  5.0817  0.49
O  -18.0328  -21.6271  4.8707  -0.63
O  -17.2390  -19.8380  5.9932  0.00
C  -18.3879  -19.7960  6.8404  -0.82
H  -16.0698  -21.1780  2.3106  0.35
H  -15.9231  -22.5372  3.4854  0.42
H  -14.6486  -21.4766  3.2922  -0.22
H  -18.3127  -20.6538  7.5086  0.33
H  -19.2811  -19.7322  6.2189  0.32
H  -18.3801  -18.8999  7.4610  0.23
C  -12.4159  -23.4934  1.2804  -1.00
O  -12.3250  -22.1343  1.8345  -0.11
C  -12.0044  -21.9718  3.1128  0.35
O  -11.8488  -22.9125  3.8349  -0.63
O  -11.9752  -20.6983  3.3522  0.50
C  -11.4747  -20.2256  4.6350  -1.05
H  -12.6657  -24.2399  2.0343  0.38
H  -11.4255  -23.7550  0.9078  0.32
H  -13.1346  -23.6166  0.4702  0.27
H  -12.0079  -20.6214  5.4994  0.70
H  -11.6920  -19.1588  4.5827  -0.23
H  -10.4037  -20.4235  4.6785  0.41
C  -7.3350  -12.4837  8.8222  -0.66
O  -6.9386  -12.9532  10.1242  -0.47
C  -6.5148  -14.2265  10.3416  0.74
O  -6.4341  -15.1380  9.5310  -0.18
O  -6.3098  -14.3594  11.6291  -0.42
C  -5.9924  -15.5966  12.2019  -0.70
H  -7.0366  -11.4355  8.8043  0.26
H  -8.4227  -12.5467  8.7898  0.49
H  -6.8536  -12.9916  7.9866  0.21
H  -6.8536  -16.2645  12.1828  0.26
H  -5.7393  -15.4175  13.2468  0.29
H  -5.2025  -16.1142  11.6575  0.27
C  -4.2136  -19.1684  2.3823  -1.02
O  -5.4469  -18.3111  2.4289  0.06
C  -5.2988  -17.0392  1.9692  0.63
O  -4.3110  -16.3592  1.6415  -0.61
O  -6.5167  -16.5751  1.7466  0.12
C  -6.7956  -15.2636  1.2582  -1.15
H  -4.3520  -20.2084  2.0868  0.30
H  -3.5636  -19.0938  3.2541  0.36
H  -3.5114  -18.7625  1.6541  0.37
H  -5.9868  -14.5333  1.2832  0.46
H  -7.5239  -14.8487  1.9550  0.22
H  -7.1248  -15.3085  0.2201  0.40
C  -4.2617  -16.4095  6.8677  -0.47
O  -4.5483  -15.0771  6.5872  0.08
C  -4.1480  -14.5737  5.4363  0.48
O  -3.4248  -15.0974  4.6360  -0.60
O  -4.7686  -13.3664  5.3078  0.26
C  -4.3700  -12.5858  4.1901  -0.73
H  -4.7763  -16.7199  7.7771  -0.12
H  -3.2110  -16.6330  7.0527  0.40
H  -4.5472  -17.0748  6.0529  0.13
H  -5.1544  -12.5071  3.4373  0.16
H  -3.3981  -12.8578  3.7785  0.39
H  -4.3870  -11.5975  4.6496  0.11
C  -14.8280  -21.0880  9.0435  -0.60
O  -13.5944  -20.7846  8.3913  -0.31
C  -13.1273  -19.5616  8.3395  1.00
O  -13.7343  -18.5451  8.6712  -0.68
O  -11.8458  -19.5885  7.9881  -0.38
C  -11.0327  -18.3968  7.7909  0.03
H  -15.1985  -22.1004  8.8828  0.25
H  -15.6344  -20.4473  8.6865  0.18
H  -14.6166  -20.9864  10.1080  0.33
H  -10.3184  -18.5108  6.9756  -0.11
H  -10.4643  -18.1942  8.6987  0.14
H  -11.6099  -17.5139  7.5161  0.01
C  -11.2136  -14.8529  1.1050  -0.15
O  -12.0206  -13.7863  1.6371  -0.32
C  -13.3658  -13.9999  1.8183  0.68
O  -13.9504  -15.0178  1.5152  -0.50
O  -13.8490  -12.9609  2.4808  -0.31
C  -15.2153  -13.0394  2.8141  -0.50
H  -10.1516  -14.6457  1.2371  -0.05
H  -11.3988  -14.9055  0.0321  0.55
H  -11.4306  -15.7967  1.6052  -0.07
H  -15.4725  -12.2831  3.5557  0.20
H  -15.3636  -13.9964  3.3143  0.09
H  -15.8358  -12.9329  1.9243  0.40
C  -7.5995  -15.5490  4.9354  -0.94
O  -8.9045  -15.5876  4.3776  0.79
C  -9.9397  -15.8230  5.1628  0.10
O  -9.9308  -15.9996  6.3703  -0.41
O  -11.0496  -15.8161  4.4202  0.57
C  -12.3381  -16.0904  5.0965  -0.82
H  -7.1567  -14.5535  4.9053  0.14
H  -6.8942  -16.1585  4.3704  -0.21
H  -7.4601  -16.0556  5.8904  0.18
H  -12.3218  -16.0155  6.1838  0.20
H  -12.7113  -17.0298  4.6887  0.29
H  -13.0122  -15.3016  4.7625  0.06

Cartesian forces (eV/Å) of the 2 atoms listed first:
-0.28 -0.80 -1.58
-1.94 -0.42 -0.70



2.
The following is a DFT calculation (ωB97M-V/def2-TZVPD) of a cluster of 9 separate species, C48H99F9O24 in total in a non-equilibrium geometry.

Values from the calculation:
- Energy relative to the best compared isomer or geometry (same formula, charge and spin): 7.601 eV
- HOMO: -0.3340 Eh
- Calculated total energy: -4592.3095 hartree
- Total charge: 0
- Frontier orbital gap: 9.35 eV
- Multiplicity: 1

Each line ends with the Mulliken charge.
Cartesian coordinates (Å):
C  1.1539  -2.2231  0.3311  -0.72
O  0.8485  -1.3279  1.3674  -0.34
C  0.5662  -0.0011  0.9240  -0.65
C  1.6724  0.6856  0.2044  -0.40
O  2.7953  1.0186  1.0087  -0.28
C  3.7409  1.8720  0.4268  -0.62
C  5.2060  1.5657  0.8179  -0.57
O  5.5943  0.2385  0.3984  -0.32
C  5.5619  -0.6702  1.4536  -0.64
H  0.3912  -2.2478  -0.4473  0.33
H  1.1937  -3.2652  0.6481  0.28
H  2.1192  -2.0729  -0.1524  0.23
H  0.2868  0.6471  1.7545  0.30
H  -0.3127  -0.0863  0.2849  0.40
H  1.2776  1.6064  -0.2249  0.37
H  2.0183  0.0716  -0.6272  0.36
H  3.2576  2.8265  0.6352  0.43
H  3.6051  1.8662  -0.6547  0.37
H  5.3873  1.7410  1.8783  0.36
H  5.8754  2.2661  0.3182  0.34
H  6.0050  -0.2336  2.3487  0.30
H  5.9273  -1.6713  1.2248  0.27
H  4.5089  -0.8130  1.6965  0.21
C  4.0237  7.1384  3.6463  -0.75
O  4.7911  7.8852  2.8023  -0.28
C  6.1954  7.8797  3.1101  -0.50
C  6.9830  8.6105  2.0045  -0.75
O  6.7021  8.1292  0.6744  -0.20
C  5.5933  8.6203  -0.1022  -0.33
C  5.6620  8.0454  -1.5211  -0.53
O  6.8065  8.6256  -2.1473  -0.41
C  8.0422  8.0003  -1.8172  -0.61
H  4.1754  7.4396  4.6828  0.30
H  4.3032  6.0888  3.5551  0.31
H  2.9563  7.1848  3.4305  0.24
H  6.6209  6.9181  3.3970  0.39
H  6.3266  8.4607  4.0230  0.36
H  8.0312  8.4132  2.2294  0.30
H  6.9975  9.7003  1.9887  0.42
H  5.7013  9.7049  -0.1084  0.32
H  4.6018  8.4177  0.3027  0.31
H  4.8226  8.3215  -2.1593  0.30
H  5.7929  6.9634  -1.5366  0.34
H  8.6232  8.1350  -2.7295  0.28
H  8.0069  6.9680  -1.4691  0.30
H  8.6749  8.5614  -1.1294  0.21
C  -0.2064  2.2153  7.8210  -0.73
O  -0.6626  2.7585  9.0981  -0.32
C  -2.0873  2.6445  9.4274  -0.58
C  -2.4782  3.2972  10.7190  -0.27
O  -3.8908  3.3897  10.7359  -0.36
C  -4.4843  3.7501  11.9819  -0.51
C  -4.4542  5.3161  12.1136  -0.43
O  -5.2595  5.9946  11.1895  -0.40
C  -4.9712  5.7392  9.8142  -0.54
H  0.8585  2.2740  7.5961  0.27
H  -0.7273  2.5857  6.9381  0.30
H  -0.4430  1.1514  7.8071  0.30
H  -2.3423  1.5942  9.5687  0.28
H  -2.6807  3.0352  8.6007  0.33
H  -2.0608  4.3037  10.6916  0.26
H  -2.1271  2.7234  11.5767  0.29
H  -3.9038  3.3073  12.7912  0.40
H  -5.5026  3.3615  11.9668  0.32
H  -3.4447  5.7084  11.9899  0.32
H  -4.8494  5.4765  13.1167  0.35
H  -3.8958  5.6881  9.6440  0.24
H  -5.4084  6.5818  9.2785  0.27
H  -5.6276  4.9401  9.4698  0.21
C  0.0987  1.6057  -9.3302  -0.65
O  -1.1904  1.9622  -8.8209  -0.35
C  -1.6615  1.3062  -7.6431  -0.51
C  -0.8003  1.3314  -6.3494  -0.54
O  -0.7431  2.5754  -5.6358  -0.34
C  -0.2082  3.6322  -6.4095  -0.16
C  0.0605  4.8445  -5.4747  -0.81
O  -1.1345  5.4010  -4.9374  -0.24
C  -1.0266  6.3593  -3.8748  -0.80
H  0.4870  2.2762  -10.0969  0.22
H  -0.0712  0.6100  -9.7398  0.30
H  0.8388  1.6491  -8.5312  0.26
H  -1.9187  0.2949  -7.9584  0.45
H  -2.5846  1.8490  -7.4403  0.26
H  0.2028  0.9629  -6.5640  0.37
H  -1.1858  0.5460  -5.6994  0.36
H  -0.8173  4.0878  -7.1902  0.29
H  0.7191  3.3327  -6.8980  0.27
H  0.7417  5.5361  -5.9704  0.40
H  0.6014  4.3957  -4.6416  0.33
H  -0.5470  5.9867  -2.9697  0.32
H  -1.9629  6.8615  -3.6314  0.26
H  -0.3421  7.1614  -4.1508  0.31
C  -1.6640  -5.5626  -7.1265  -0.79
O  -2.8577  -5.9664  -6.4927  -0.29
C  -2.8197  -6.0918  -5.0630  -0.70
C  -4.2912  -6.2020  -4.5372  -0.31
O  -4.9722  -5.0662  -4.9938  -0.28
C  -6.2900  -5.1286  -4.5035  -0.70
C  -6.6577  -4.9090  -3.0262  -0.56
O  -6.3585  -5.8978  -2.0867  -0.30
C  -6.4197  -5.3216  -0.7696  -0.76
H  -1.7851  -5.4080  -8.1987  0.26
H  -0.7918  -6.2086  -7.0268  0.30
H  -1.3915  -4.5678  -6.7741  0.31
H  -2.3327  -5.3078  -4.4830  0.37
H  -2.2936  -7.0030  -4.7781  0.39
H  -4.1627  -6.2951  -3.4588  0.30
H  -4.7630  -7.1052  -4.9241  0.27
H  -6.8030  -6.0559  -4.7586  0.39
H  -6.7660  -4.3694  -5.1241  0.36
H  -7.7356  -4.7483  -3.0030  0.42
H  -6.2258  -3.9487  -2.7446  0.41
H  -7.3577  -4.8076  -0.5595  0.32
H  -5.5629  -4.6774  -0.5725  0.33
H  -6.2719  -6.0952  -0.0160  0.25
C  -12.0501  0.7115  -6.6795  -0.79
O  -10.7726  1.2281  -6.1736  -0.21
C  -9.9664  1.9401  -7.1054  -0.74
C  -8.5874  2.4945  -6.6637  -0.38
O  -8.5774  3.5257  -5.7129  -0.38
C  -7.4461  3.6338  -4.8824  -0.41
C  -7.2862  2.4366  -3.8996  -0.55
O  -8.3039  2.1887  -2.9375  -0.41
C  -9.5711  1.7850  -3.3967  -0.57
H  -12.0087  -0.0815  -7.4262  0.29
H  -12.6850  1.5135  -7.0560  0.33
H  -12.5883  0.3491  -5.8036  0.25
H  -10.4507  2.8298  -7.5079  0.35
H  -9.7440  1.3183  -7.9725  0.38
H  -8.1337  2.8897  -7.5726  0.40
H  -8.0762  1.6147  -6.2728  0.28
H  -7.6165  4.4600  -4.1921  0.27
H  -6.6340  3.7670  -5.5971  0.37
H  -6.4827  2.7536  -3.2347  0.31
H  -6.9906  1.5135  -4.3983  0.38
H  -10.3128  1.7676  -2.5982  0.33
H  -9.4368  0.7708  -3.7728  0.25
H  -10.0382  2.5644  -3.9987  0.25
C  7.1282  -7.5628  -1.2884  -1.13
C  5.9308  -6.9926  -2.0976  -0.29
O  6.3051  -5.6722  -2.3607  -0.16
C  5.5796  -4.9308  -3.2038  0.29
O  4.5160  -5.3050  -3.6977  -0.55
C  6.1669  -3.6241  -3.5770  0.93
F  7.3517  -3.3354  -2.9397  -0.25
F  6.5074  -3.6267  -4.8518  -0.25
F  5.2816  -2.6556  -3.3456  -0.22
H  8.0788  -7.4934  -1.8171  0.30
H  6.8994  -8.6016  -1.0500  0.38
H  7.2657  -6.9862  -0.3737  0.31
H  4.9551  -7.1323  -1.6322  0.33
H  5.7736  -7.5424  -3.0255  0.32
C  -4.8200  -11.1970  1.1210  -1.19
C  -3.5766  -10.6974  0.3835  -0.17
O  -2.4111  -11.2822  0.9449  -0.20
C  -1.1710  -10.9635  0.5386  0.35
O  -0.9892  -10.0543  -0.3091  -0.57
C  -0.0213  -11.6030  1.2687  0.89
F  0.6789  -10.6130  1.8567  -0.24
F  -0.3918  -12.5494  2.1530  -0.22
F  0.7722  -12.0648  0.3312  -0.23
H  -4.6907  -11.2118  2.2032  0.34
H  -5.0671  -12.2064  0.7923  0.31
H  -5.6388  -10.5864  0.7404  0.37
H  -3.4685  -9.6230  0.5327  0.30
H  -3.8468  -10.9298  -0.6465  0.25
C  9.2323  -1.5276  10.4534  -1.13
C  8.7205  -1.7968  8.9963  -0.18
O  9.7640  -1.9181  8.0448  -0.29
C  10.5778  -3.0821  8.1333  0.36
O  10.4177  -4.0510  8.8635  -0.50
C  11.7476  -3.0361  7.1471  0.83
F  11.6213  -1.9508  6.3658  -0.24
F  12.8999  -2.8707  7.8105  -0.24
F  11.8289  -4.1237  6.3920  -0.23
H  8.4004  -1.3145  11.1247  0.34
H  9.9808  -0.7524  10.6175  0.34
H  9.8233  -2.3487  10.8591  0.32
H  7.9928  -1.0689  8.6375  0.35
H  8.2078  -2.7565  9.0609  0.28

Cartesian forces (eV/Å) of the 2 atoms listed first:
0.00 -0.59 -0.63
0.32 0.19 0.51



Which value of HOMO does entry 2 give?
-0.3340 Eh